Entry 1:
DFT (ωB97M-V with the def2-TZVPD basis set) results for a molecular structure, C45H45ClN5O2P2Pt.

The geometry in XYZ format:
```
101
Properties=species:S:1:pos:R:3:forces:R:3:lowdin_charge:R:1
Pt 0.025738 -0.063090 0.313476 0.2 0.4 -0.1 0.89
C -0.882453 -1.882293 3.298173 0.2 -0.2 -0.2 -0.29
N -1.766439 -0.788182 3.623248 -0.2 0.0 -0.3 -0.18
C -1.119881 0.495644 3.650846 0.0 0.0 -0.1 -0.29
P -0.882484 1.315630 1.995430 0.0 -1.0 -0.2 0.96
C -0.085214 2.862024 2.540336 0.2 -0.1 -0.2 -0.34
C -0.405021 4.084301 1.949061 0.0 -0.1 0.1 -0.06
C 0.246742 5.242899 2.342580 0.0 0.0 0.0 -0.05
C 1.224843 5.197294 3.324674 0.0 0.0 0.0 -0.05
C 1.553047 3.986471 3.916028 0.0 0.0 0.0 -0.07
C 0.909106 2.825474 3.521916 -0.1 0.0 0.1 -0.13
C -2.529826 1.811959 1.427136 0.2 0.1 -0.2 -0.36
C -2.605513 2.448047 0.184312 0.0 -0.1 0.1 -0.14
C -3.822203 2.879289 -0.310200 0.0 0.0 0.0 -0.06
C -4.982833 2.652638 0.417623 0.0 0.0 0.0 -0.06
C -4.918176 2.005010 1.641140 -0.1 0.0 0.0 -0.06
C -3.695515 1.593980 2.152493 0.1 0.0 0.1 -0.06
C -2.915580 -1.047585 4.411486 -0.1 0.0 0.2 -0.24
C -3.653662 -2.218686 4.209991 0.1 0.0 -0.1 -0.04
C -4.797316 -2.477129 4.947250 0.0 0.0 0.0 -0.07
C -5.249400 -1.575688 5.897948 0.0 0.0 0.0 -0.09
C -4.519772 -0.419739 6.114921 0.0 0.0 0.0 -0.07
C -3.363163 -0.160921 5.393758 0.1 0.1 0.0 -0.04
P -0.524883 -2.090110 1.488468 -0.3 0.3 -0.1 0.98
C 0.776132 -3.350169 1.462963 0.1 0.2 -0.1 -0.38
C 1.538765 -3.442523 0.294995 -0.1 0.0 0.0 -0.12
C 2.577787 -4.353486 0.209195 0.0 -0.1 0.0 -0.06
C 2.876375 -5.168947 1.293647 0.0 0.0 0.0 -0.06
C 2.119972 -5.083794 2.453076 0.1 -0.1 0.0 -0.06
C 1.070139 -4.181196 2.541617 -0.1 0.0 0.0 -0.07
C -1.992439 -2.862760 0.753614 0.0 -0.2 0.1 -0.35
C -1.876812 -3.994635 -0.052002 0.0 0.0 0.1 -0.07
C -2.998025 -4.519691 -0.677656 0.0 0.0 0.0 -0.07
C -4.236430 -3.922097 -0.500028 0.0 0.0 0.0 -0.07
C -4.354447 -2.788372 0.294894 -0.1 0.0 0.0 -0.07
C -3.236970 -2.247991 0.907150 0.1 0.0 -0.1 -0.12
H -1.288401 -2.815073 3.681777 0.0 0.0 0.1 0.09
H 0.103685 -1.725752 3.760344 0.0 0.0 0.1 0.10
H -0.124388 0.400221 4.102355 0.0 0.1 0.0 0.09
H -1.675153 1.209608 4.251735 0.0 0.0 0.0 0.09
H -1.175898 4.140772 1.195745 0.0 0.0 0.0 0.09
H -0.014517 6.184166 1.877777 0.0 0.0 0.0 0.11
H 1.726047 6.104490 3.634732 0.0 0.0 0.0 0.11
H 2.313562 3.946951 4.684833 0.0 0.0 0.0 0.11
H 1.185100 1.890295 3.994431 0.0 0.1 0.0 0.09
H -1.703221 2.581744 -0.400848 0.0 0.0 -0.1 0.10
H -3.869346 3.376290 -1.270292 0.0 0.0 0.0 0.11
H -5.937347 2.982283 0.028529 0.0 0.0 0.0 0.11
H -5.821615 1.819769 2.207629 0.0 0.0 0.0 0.11
H -3.673414 1.103127 3.115586 0.0 0.0 0.0 0.09
H -3.358705 -2.936056 3.457690 0.0 0.0 0.0 0.10
H -5.343203 -3.393718 4.763886 0.0 0.0 0.0 0.11
H -6.149598 -1.773666 6.463243 0.0 0.0 0.0 0.11
H -4.840013 0.292984 6.863785 0.0 0.0 0.0 0.11
H -2.814842 0.738696 5.637405 0.0 0.0 0.0 0.10
H 1.307427 -2.790407 -0.541868 0.1 -0.1 0.1 0.07
H 3.158391 -4.434629 -0.701055 0.0 0.0 0.0 0.11
H 3.697013 -5.871095 1.230292 0.0 0.0 0.0 0.11
H 2.343950 -5.732037 3.290126 0.0 0.0 0.0 0.11
H 0.483207 -4.146010 3.450136 0.0 0.0 0.0 0.10
H -0.913947 -4.469607 -0.187727 0.0 0.0 0.0 0.10
H -2.903518 -5.397969 -1.302908 0.0 0.0 0.0 0.11
H -5.110862 -4.333958 -0.987399 0.0 0.0 0.0 0.11
H -5.319728 -2.315875 0.428216 0.0 0.0 0.0 0.11
H -3.325627 -1.337750 1.486088 0.0 0.0 0.0 0.10
Cl -1.791315 -4.083695 -5.794847 0.0 0.0 0.0 0.68
C -1.113678 -3.131877 -4.516221 0.2 0.0 0.0 -0.67
C 0.275843 -3.139982 -4.312370 -0.2 0.0 -0.1 -0.08
C 0.833205 -2.383336 -3.318645 0.1 0.3 0.3 0.00
C 0.050082 -1.561239 -2.459930 -0.6 -0.5 -0.6 -0.35
O 0.664851 -0.839329 -1.580978 0.3 0.3 1.4 -0.24
C -1.360123 -1.592342 -2.672332 0.7 -0.2 0.0 -0.13
C -2.265201 -0.855581 -1.853698 -0.3 0.2 0.3 -0.18
O -2.001315 -0.146719 -0.882077 -0.1 0.2 -0.1 -0.11
C -1.910279 -2.376605 -3.706322 -0.1 0.1 0.1 -0.06
H 0.900926 -3.753525 -4.947884 0.0 0.0 0.0 0.11
H 1.904179 -2.377646 -3.155763 0.0 0.0 -0.1 0.12
H -3.330873 -0.957671 -2.119348 0.0 0.1 0.0 0.14
H -2.984588 -2.370472 -3.849380 0.0 0.0 0.0 0.12
C 2.635440 -0.119061 1.986250 0.2 0.0 0.2 -0.19
N 4.028732 0.084922 2.336808 0.0 0.0 0.0 -0.07
C 4.858752 -0.602092 1.339277 0.0 0.0 0.0 -0.15
N 4.610575 -0.092193 -0.009854 0.0 0.0 0.0 -0.08
C 3.209780 -0.293420 -0.341121 0.2 -0.1 -0.1 -0.17
N 2.322047 0.398217 0.630780 -0.7 0.3 -0.1 -0.17
C 2.668381 1.843877 0.598920 0.2 0.2 0.0 -0.16
N 4.064284 2.066081 0.936846 0.0 0.0 0.0 -0.08
C 4.317418 1.522583 2.271874 0.0 0.0 0.0 -0.15
C 4.901555 1.342640 -0.024550 0.0 0.0 0.0 -0.15
H 2.006017 0.410194 2.706759 0.0 -0.1 -0.1 0.09
H 2.407070 -1.186563 2.017696 0.0 0.0 -0.1 0.11
H 4.634320 -1.670774 1.365596 0.0 0.0 0.0 0.13
H 5.909465 -0.454172 1.590953 0.0 0.0 0.0 0.13
H 2.982342 -1.359306 -0.322749 0.0 0.1 0.0 0.10
H 3.004832 0.095194 -1.337972 -0.1 0.0 0.0 0.13
H 2.041302 2.377561 1.310571 0.0 -0.1 -0.1 0.09
H 2.477456 2.224951 -0.405562 -0.1 -0.1 0.0 0.14
H 3.687254 2.048604 2.993092 0.0 0.0 0.0 0.11
H 5.361794 1.688517 2.538293 0.0 0.0 0.0 0.13
H 5.950803 1.498890 0.228292 0.0 0.0 0.0 0.13
H 4.721860 1.737300 -1.026138 0.0 0.0 0.0 0.13
```
Positions in Å, forces in eV/Å.

Results
DFT total energy: -3428.0839 hartree
Charge: +1
Frontier orbital gap (spin up / spin down): 6.4 / 6.3 eV
HOMO level (spin up / spin down): -9.73 / -9.99 eV
Relative energy (zero: lowest compared OMol25 entry of this formula, charge and spin): 0.430 eV
Spin multiplicity: 1

***

Entry 2:
DFT (ωB97M-V with the def2-TZVPD basis set) results for 2 unconnected molecules or ions with the total composition C5H7NO3.

The geometry in XYZ format:
```
16
Properties=species:S:1:pos:R:3:forces:R:3:lowdin_charge:R:1
C 0.082343 1.285114 -0.171697 0.4 -1.8 -1.0 -0.41
C 1.239494 0.789444 -1.070997 0.8 -0.5 -0.6 -0.07
C 0.413005 -0.519180 -1.411079 -1.0 1.2 1.5 -0.09
C -0.582470 -0.096389 -0.302879 1.9 1.1 1.5 -0.07
C 0.330267 -0.379634 2.022825 -1.7 0.0 -1.8 0.24
N -1.929982 -0.536383 -0.068205 0.3 1.1 1.1 -0.37
O -0.065851 2.257835 0.467099 -0.6 1.5 0.6 0.12
O -2.551236 -0.179223 0.951068 0.9 -0.5 -1.5 0.06
O -2.342589 -1.220886 -0.968154 -1.1 -0.9 -0.5 0.10
H 1.574523 1.285883 -2.022455 -0.5 0.1 1.3 0.12
H 2.129639 0.664810 -0.353530 -1.2 -0.2 -1.3 0.14
H -0.144353 -0.539696 -2.359806 0.6 0.2 0.1 0.12
H 0.936835 -1.421949 -1.228652 0.3 -1.0 0.0 0.09
H 0.915590 -1.195754 1.871663 1.9 -2.1 -0.5 0.00
H -0.683886 -0.600708 2.051639 -1.6 -0.2 0.6 -0.01
H 0.678678 0.406716 2.593155 0.7 1.9 0.5 0.03
```
Positions in Å, forces in eV/Å.

Results
DFT total energy: -474.9282 hartree
Frontier orbital gap (spin up / spin down): 8.7 / 7.7 eV
HOMO level (spin up / spin down): -9.71 / -9.62 eV
Relative energy (zero: lowest compared OMol25 entry of this formula, charge and spin): 8.729 eV
Spin multiplicity: 1

***

Entry 3:
DFT (ωB97M-V with the def2-TZVPD basis set) results for 2 unconnected molecules or ions with the total composition C12H16N2O3S.

The geometry in XYZ format:
```
34
Properties=species:S:1:pos:R:3:forces:R:3:lowdin_charge:R:1
C -2.867259 0.308467 1.247516 -0.2 -1.0 -1.0 -0.14
C -2.621972 -1.279622 1.710126 0.3 1.4 -0.1 -0.23
C -2.526044 -2.139664 0.317623 0.0 -0.5 -0.6 -0.20
C -1.288389 -3.218652 0.253552 -1.7 -1.5 0.0 -0.20
O -0.044419 -2.774839 0.901462 0.2 3.4 -2.4 -0.15
C 0.474666 -1.524890 0.324994 0.6 2.3 -2.1 -0.08
C 0.286399 -1.002761 -1.217637 1.7 1.0 4.3 0.04
C 0.927957 0.477073 -1.621954 1.3 0.3 2.8 -0.12
C 0.696769 1.036809 -3.173218 -1.0 0.8 1.5 -0.12
C 0.006989 2.554572 -3.040012 -3.0 2.9 -4.6 -0.13
O -0.618360 3.172411 -4.065153 4.0 -4.2 6.2 -0.10
C 1.766889 1.441543 -0.565047 -1.7 -3.1 -0.2 0.02
C 1.991385 0.909209 0.969936 -0.5 -1.6 0.9 -0.22
N 2.706403 1.498539 2.165678 -3.4 -4.9 -2.6 -0.29
S 2.481781 0.279825 3.445325 -1.2 -0.2 -3.3 0.87
N 1.544192 -1.055181 2.770009 1.4 5.6 -4.7 -0.24
C 1.342038 -0.547791 1.355452 -0.3 -1.3 1.1 -0.18
H -1.857289 0.753656 0.795248 -2.1 -0.9 1.3 0.08
H -3.603551 0.234269 0.310789 1.3 0.5 2.2 0.08
H -3.321562 0.965187 2.103108 1.0 -1.2 -1.8 0.07
H -3.489869 -1.643679 2.432571 1.8 0.7 -1.8 0.11
H -1.631236 -1.265523 2.350168 -1.9 -0.4 -1.5 0.10
H -3.536874 -2.744040 0.189057 2.2 1.1 0.2 0.12
H -2.447097 -1.463320 -0.662153 -0.2 -1.1 2.4 0.10
H -1.092120 -3.633488 -0.848519 -0.3 1.2 2.3 0.13
H -1.656430 -4.173786 0.867923 1.2 2.1 -1.1 0.14
H -0.304547 -1.696891 -1.960446 1.4 1.8 1.5 0.10
H -0.123819 0.382492 -3.722745 2.0 1.3 1.1 0.13
H 1.698369 1.133573 -3.776143 -2.0 -0.3 1.2 0.13
H -0.006098 3.151457 -2.006772 0.3 -1.6 -2.0 0.13
H 2.198396 2.510413 -0.875488 -1.1 -2.8 0.7 0.11
O 4.852867 3.373833 0.727472 0.2 -0.2 0.2 -0.08
H 4.328884 2.691359 1.173182 0.0 0.2 0.0 -0.02
H 5.732952 3.289437 1.124099 -0.3 0.1 -0.2 0.04
```
Positions in Å, forces in eV/Å.

Results
SMILES: CCCCOc1cc(CC=O)cc2nsnc12.O
DFT total energy: -1199.7988 hartree
Frontier orbital gap: 6.7 eV
HOMO level: -8.55 eV
Relative energy (zero: lowest compared OMol25 entry of this formula, charge and spin): 14.503 eV
Spin multiplicity: 1

***

Entry 4:
DFT (ωB97M-V with the def2-TZVPD basis set) results for a molecular structure, C33H51N7O4PPd.

The geometry in XYZ format:
```
97
Properties=species:S:1:pos:R:3:forces:R:3:lowdin_charge:R:1
Pd 0.063193 0.288552 -0.078901 0.4 0.2 -1.2 0.92
C -1.311258 -2.283393 1.472113 0.0 0.0 0.0 -0.07
C -0.861622 -1.135005 2.322132 0.2 0.2 -0.3 -0.41
C -0.934426 -1.006827 3.684353 0.0 0.2 0.5 -0.11
C -0.282207 0.216455 4.025403 -0.2 -0.3 0.3 -0.10
C 0.162338 0.781354 2.857157 0.0 -0.3 -0.4 -0.37
C 0.981378 2.029788 2.694894 -0.1 -0.1 0.0 -0.05
N -0.198322 -0.043914 1.810853 -0.3 0.1 0.9 -0.10
H -2.137533 -2.807594 1.958061 0.0 0.0 0.0 0.06
H -0.503300 -3.005298 1.312515 0.0 0.0 0.0 0.06
H -1.645037 -1.935516 0.494782 0.0 0.1 0.0 0.02
H -1.382111 -1.724975 4.357651 0.0 0.0 0.0 0.08
H -0.126296 0.628203 5.013012 0.0 0.0 0.0 0.08
H 0.370829 2.934812 2.662054 -0.1 0.0 0.0 0.05
H 1.582619 1.987804 1.789705 0.0 0.0 0.0 0.04
H 1.661280 2.138426 3.542920 0.0 0.0 0.0 0.07
N -1.821930 0.111278 -0.689006 -0.6 0.6 0.3 -0.32
P -2.834269 1.275362 -0.750382 0.2 -0.7 0.1 0.56
N -2.337519 2.861085 -1.004096 0.2 0.2 0.1 -0.21
C -2.619299 3.984136 -0.126456 -0.1 0.0 -0.2 -0.22
C -1.400343 4.363093 0.696613 0.0 0.1 0.0 -0.19
C -0.249784 4.733410 -0.233453 0.0 0.0 0.0 -0.21
C 0.033205 3.579270 -1.190776 0.0 0.0 0.0 -0.20
C -1.232055 3.128098 -1.917125 0.0 0.0 0.0 -0.24
N -3.920790 1.048202 -2.046935 0.0 -0.1 -0.2 -0.20
C -4.032292 -0.310303 -2.586660 0.0 0.1 0.0 -0.23
C -3.612064 -0.335383 -4.050714 0.0 0.0 0.0 -0.20
C -4.594923 0.487657 -4.894010 0.0 0.0 0.0 -0.20
C -5.161492 1.651916 -4.065368 0.0 0.0 0.0 -0.19
C -4.158296 2.115289 -3.017958 -0.1 0.0 0.1 -0.24
N -3.873495 1.454580 0.555918 -0.2 -0.1 0.0 -0.23
C -5.263488 1.843421 0.439289 0.0 0.0 0.0 -0.23
C -6.186353 0.661498 0.723429 0.0 0.0 0.0 -0.19
C -5.871606 0.068935 2.095481 0.0 0.0 0.0 -0.21
C -4.389120 -0.280227 2.210112 0.0 0.0 0.0 -0.18
C -3.523409 0.925221 1.866998 0.0 0.0 0.0 -0.20
H -3.465274 3.744853 0.511954 0.0 0.0 0.0 0.09
H -2.907586 4.845808 -0.753275 0.0 0.0 0.0 0.12
H -1.125297 3.495666 1.297929 0.0 0.0 0.1 0.09
H -1.642468 5.184747 1.377314 0.0 0.0 0.0 0.11
H 0.650881 4.982194 0.333187 0.0 0.0 0.0 0.10
H -0.531355 5.630538 -0.801809 0.0 0.0 0.0 0.10
H 0.434707 2.737315 -0.622626 0.0 -0.1 0.0 0.07
H 0.792822 3.854208 -1.928616 0.0 0.0 0.0 0.11
H -1.020309 2.225500 -2.491655 0.0 0.0 0.0 0.07
H -1.543733 3.914532 -2.625330 0.0 0.0 0.0 0.11
H -5.065358 -0.678577 -2.501226 0.0 0.0 0.0 0.11
H -3.390118 -0.954384 -1.987225 0.0 0.0 0.0 0.08
H -3.555867 -1.363989 -4.419171 0.0 0.0 0.0 0.10
H -2.604846 0.090585 -4.110115 0.0 0.0 0.0 0.10
H -5.414901 -0.151853 -5.231948 0.0 0.0 0.0 0.10
H -4.102181 0.865649 -5.793880 0.0 0.0 0.0 0.10
H -6.077258 1.339707 -3.555783 0.0 0.0 0.0 0.11
H -5.427408 2.492888 -4.709671 0.0 0.0 0.0 0.10
H -4.538430 3.000750 -2.503397 0.0 0.0 0.0 0.10
H -3.239076 2.432014 -3.531172 0.0 0.0 0.0 0.10
H -5.451635 2.242947 -0.556253 0.0 0.0 0.0 0.09
H -5.478672 2.647003 1.164040 0.0 0.0 0.0 0.11
H -6.018451 -0.091217 -0.054383 0.0 0.0 0.0 0.10
H -7.233931 0.975123 0.664632 0.0 0.0 0.0 0.10
H -6.498019 -0.805991 2.291503 0.0 0.0 0.0 0.10
H -6.119692 0.813893 2.863012 0.0 0.0 0.0 0.11
H -4.136972 -1.082763 1.509896 0.0 0.0 0.0 0.11
H -4.144534 -0.629204 3.215831 0.0 0.0 0.0 0.11
H -2.472298 0.654733 1.875146 0.1 0.0 0.0 0.07
H -3.665895 1.711183 2.624610 0.0 0.0 0.0 0.12
N 0.516396 0.330554 -2.168048 -0.1 0.4 -0.2 0.13
C 0.617438 -0.675852 -2.727676 0.2 -0.3 0.0 -0.23
N 0.773800 -1.818255 -3.349757 -0.1 0.1 0.0 -0.06
C -0.297009 -2.358658 -4.181071 0.0 0.0 0.1 -0.10
C 0.084278 -2.192384 -5.640037 0.0 0.0 0.0 -0.19
O 1.353705 -2.774210 -5.900579 0.0 0.0 0.0 -0.14
C 2.378876 -2.164171 -5.127685 0.0 0.0 0.0 -0.18
C 2.111452 -2.322904 -3.642028 0.1 0.0 0.0 -0.11
H -1.225049 -1.842828 -3.942901 0.0 0.0 0.0 0.11
H -0.414312 -3.418427 -3.941130 0.0 0.0 0.0 0.13
H 0.105866 -1.124373 -5.896527 0.0 0.0 0.0 0.13
H -0.630996 -2.695999 -6.289655 0.0 0.0 0.0 0.12
H 2.446107 -1.097118 -5.379354 0.0 0.0 0.0 0.13
H 3.311935 -2.651741 -5.408018 0.0 0.0 0.0 0.12
H 2.832436 -1.779236 -3.034134 0.0 0.0 0.0 0.13
H 2.148955 -3.377333 -3.359148 0.0 0.0 0.0 0.14
O 4.385064 1.442009 1.179701 0.1 0.0 0.0 0.06
C 4.934200 0.243673 0.844054 0.0 0.1 0.0 -0.25
C 6.286828 0.012753 1.101690 0.0 0.0 0.0 -0.04
C 6.880329 -1.192132 0.771491 0.0 0.0 0.0 -0.11
C 6.124591 -2.192106 0.176023 0.0 0.0 0.0 -0.10
C 4.782326 -1.956960 -0.071781 0.0 0.0 0.0 -0.03
C 4.156727 -0.754055 0.245559 0.0 -0.1 -0.1 -0.05
C 2.673954 -0.645642 -0.068911 -0.4 0.6 0.1 -0.59
O 2.099877 -1.628444 -0.556629 0.5 -0.1 0.0 -0.03
O 2.121338 0.484273 0.185167 0.3 -0.9 0.1 -0.15
H 5.060213 1.960566 1.629651 0.0 0.0 0.0 0.10
H 6.872634 0.797118 1.571541 0.0 0.0 0.0 0.11
H 7.931226 -1.347471 0.984145 0.0 0.0 0.0 0.10
H 6.571826 -3.143315 -0.081948 0.0 0.0 0.0 0.09
H 4.150242 -2.714518 -0.517249 0.0 0.0 0.0 0.11
```
Positions in Å, forces in eV/Å.

Results
DFT total energy: -2441.6558 hartree
Charge: -1
Frontier orbital gap: 6.2 eV
HOMO level: -3.66 eV
Relative energy (zero: lowest compared OMol25 entry of this formula, charge and spin): 0.000 eV
Spin multiplicity: 1